Model a:
Entry from the OMol25 dataset: a 2-piece molecular cluster, C3H12NS overall (ωB97M-V/def2-TZVPD).

The charge is +1. The lowest unoccupied orbital energy comes out at -3.4 eV. For the frontier orbital gap, the calculation gives 9.29 eV.

Positions of all 17 atoms, in Å:
H: -0.525 0.903 -2.284
C: -0.678 0.168 2.826
C: 1.905 -0.130 -1.170
H: 1.664 0.708 -1.666
N: -0.941 0.938 1.560
H: -1.028 0.142 0.948
H: -1.296 -0.693 2.735
H: -1.790 -0.382 -1.793
H: 2.792 0.205 -0.493
H: -0.485 -0.784 -2.872
S: 0.284 -0.560 -0.644
H: 2.485 -0.898 -1.649
H: -1.023 0.733 3.659
C: -0.758 -0.107 -2.118
H: -0.241 1.499 1.352
H: -1.786 1.474 1.676
H: 0.467 -0.104 2.543

Model b:
Entry from the OMol25 dataset: a 2-piece molecular cluster, C3H12NS overall (ωB97M-V/def2-TZVPD).

The charge is +1. The lowest unoccupied orbital energy comes out at -3.4 eV. For the frontier orbital gap, the calculation gives 10.03 eV.

Positions of all 17 atoms, in Å:
H: 2.129 -0.438 -0.892
H: -1.572 1.753 0.365
H: -0.624 -1.242 1.181
H: 0.222 -2.687 1.723
S: 1.862 0.324 0.170
H: -2.595 1.161 -1.630
H: 2.409 -1.698 1.279
C: 1.546 -1.049 1.352
C: -1.512 1.054 -1.629
H: -0.026 1.367 -0.173
C: 0.286 -1.834 1.049
H: 0.316 -2.195 0.023
H: 1.556 -0.566 2.320
H: -0.786 2.781 -0.647
N: -0.949 1.793 -0.446
H: -1.208 0.016 -1.527
H: -1.054 1.460 -2.517

Bottom line: model b, by a margin of 0.0827 hartree.

Model a:
Entry from the OMol25 dataset: a 2-piece molecular cluster, C3H10N3Si overall (ωB97M-V/def2-TZVPD).

The charge is +1. The lowest unoccupied orbital energy (alpha / beta) comes out at -4.1 / -9.1 eV. For the frontier orbital gap (alpha / beta), the calculation gives 10.91 / 5.44 eV.

Positions of all 17 atoms, in Å:
N: -0.942 -1.964 -1.007
H: 2.537 -0.662 0.131
C: -0.917 1.553 -0.784
N: -1.309 -2.706 -1.785
H: 2.157 0.059 -1.301
N: -0.384 -1.282 -0.236
H: 0.785 -0.357 2.435
H: -3.378 -3.958 -1.160
H: -1.981 1.326 -0.574
C: 2.047 0.205 -0.306
H: -0.761 1.346 -1.926
C: 0.182 0.504 2.101
H: -0.805 2.480 -0.434
H: 0.663 1.406 2.291
H: -0.861 0.706 2.350
H: 2.790 1.002 0.012
Si: 0.178 0.341 0.192

Model b:
Entry from the OMol25 dataset: a 2-piece molecular cluster, C3H10N3Si overall (ωB97M-V/def2-TZVPD).

The charge is +1. The lowest unoccupied orbital energy comes out at -6.2 eV. For the frontier orbital gap, the calculation gives 8.96 eV.

Positions of all 17 atoms, in Å:
H: -1.443 -1.184 1.263
H: 0.098 -0.872 2.077
H: -2.475 -0.369 -1.109
N: 1.623 -1.426 -0.753
H: 2.999 -3.120 -0.764
C: 1.047 1.535 0.099
H: -2.738 1.158 -0.416
H: 0.874 2.544 0.541
N: 0.518 -1.037 -0.826
N: 2.740 -1.696 -0.758
C: -0.807 -0.446 1.629
H: -2.050 1.159 -1.970
H: -1.297 0.041 2.400
C: -1.983 0.621 -1.026
H: 1.545 1.677 -0.917
H: 1.840 0.998 0.495
Si: -0.492 0.415 0.034

Bottom line: model b, by a margin of 0.1023 hartree.

Model a:
Entry from the OMol25 dataset: an isolated ion of composition C5H4NO4 and charge -1 (ωB97M-V/def2-TZVPD).

The charge is -1. The lowest unoccupied orbital energy comes out at 3.8 eV. For the frontier orbital gap, the calculation gives 6.68 eV.

Positions of all 14 atoms, in Å:
O: 1.631 -1.010 0.613
C: 0.590 -1.713 0.162
H: -2.354 1.729 0.605
H: -1.946 0.860 -1.007
H: -1.065 -1.256 -1.014
C: -2.170 0.734 0.103
C: 2.470 1.116 -0.398
O: 3.001 1.589 -1.374
O: 2.669 1.127 0.964
O: 0.558 -2.885 -0.120
C: -1.044 -0.008 0.816
N: -0.689 -0.994 -0.031
H: -3.107 0.273 0.324
C: 1.456 0.439 0.357

Model b:
Entry from the OMol25 dataset: C5H4NO4 as an isolated structure (ωB97M-V/def2-TZVPD).

The charge is -1. The lowest unoccupied orbital energy comes out at 3.6 eV. For the frontier orbital gap, the calculation gives 7.87 eV.

Positions of all 14 atoms, in Å:
C: 0.196 0.041 0.430
C: 0.313 1.900 -0.876
H: -1.408 -0.897 -0.898
N: -0.721 3.973 0.252
C: -0.448 -0.223 -1.008
O: 1.242 2.270 -3.345
C: 1.448 2.741 -2.253
O: 2.150 3.639 -1.892
H: 0.808 -0.655 1.068
H: -0.560 0.499 1.054
O: -0.697 1.062 -1.537
H: 0.426 -0.697 -1.509
O: 1.035 1.027 -0.043
C: -0.384 2.993 -0.263

Bottom line: model b, by a margin of 0.1131 hartree.